Entry 1:
{
  "formula": "C49H37CrF10N6O14P",
  "method": "ωB97M-V/def2-TZVPD",
  "species": ["Cr", "O", "C", "O", "C", "C", "C", "C", "C", "C", "O", "N", "O", "O", "N", "O", "O", "H", "H", "F", "C", "F", "F", "C", "C", "C", "C", "C", "C", "P", "C", "C", "C", "C", "C", "C", "C", "F", "F", "F", "C", "C", "C", "C", "C", "C", "C", "F", "F", "F", "H", "H", "H", "H", "H", "H", "H", "H", "H", "H", "H", "H", "F", "C", "C", "N", "C", "C", "O", "O", "C", "O", "N", "C", "O", "H", "H", "H", "H", "N", "C", "N", "C", "C", "O", "C", "C", "H", "H", "H", "H", "H", "H", "H", "H", "C", "C", "C", "C", "C", "C", "C", "C", "C", "C", "O", "O", "H", "H", "H", "H", "H", "H", "H", "H", "H", "H", "H"],
  "positions_angstrom": [[-0.441, 0.411, -0.054], [-1.043, -1.996, 3.228], [-1.318, -1.251, 2.292], [-0.432, -0.629, 1.609], [-2.765, -1.125, 1.879], [-3.715, -1.651, 2.718], [-5.074, -1.617, 2.386], [-5.480, -1.063, 1.179], [-4.536, -0.576, 0.299], [-3.130, -0.552, 0.615], [-2.292, -0.043, -0.182], [-4.987, -0.077, -0.958], [-6.137, 0.329, -1.023], [-4.222, -0.101, -1.902], [-6.042, -2.164, 3.272], [-7.212, -2.142, 2.929], [-5.656, -2.630, 4.331], [-3.399, -2.102, 3.648], [-6.529, -1.044, 0.915], [3.504, -6.439, -4.431], [2.368, -5.856, -4.868], [2.656, -5.324, -6.064], [1.516, -6.870, -5.106], [1.839, -4.857, -3.881], [1.593, -3.546, -4.257], [1.125, -2.640, -3.320], [0.882, -3.040, -2.016], [1.125, -4.365, -1.650], [1.611, -5.270, -2.571], [0.235, -1.927, -0.686], [1.645, -2.229, 0.460], [1.619, -2.583, 1.804], [2.779, -2.543, 2.559], [3.978, -2.152, 1.980], [4.024, -1.801, 0.636], [2.862, -1.841, -0.106], [5.204, -2.069, 2.837], [5.377, -3.151, 3.615], [5.174, -1.014, 3.677], [6.340, -1.938, 2.128], [-1.232, -2.971, -0.360], [-1.513, -3.814, 0.709], [-2.741, -4.456, 0.785], [-3.680, -4.276, -0.219], [-3.401, -3.451, -1.304], [-2.188, -2.802, -1.366], [-5.006, -4.977, -0.202], [-5.276, -5.601, 0.951], [-5.077, -5.927, -1.162], [-6.028, -4.139, -0.438], [1.763, -3.233, -5.276], [0.904, -1.625, -3.610], [0.929, -4.689, -0.636], [1.813, -6.292, -2.286], [0.699, -2.822, 2.309], [2.748, -2.802, 3.606], [4.956, -1.498, 0.180], [2.880, -1.536, -1.146], [-0.808, -3.976, 1.508], [-2.968, -5.086, 1.632], [-4.128, -3.319, -2.090], [-1.979, -2.129, -2.184], [2.999, 3.803, -2.721], [2.405, 3.051, -3.675], [1.103, 2.719, -3.544], [0.456, 1.960, -4.466], [-0.880, 1.471, -4.171], [-0.781, 0.638, -2.858], [-0.791, -0.586, -2.914], [-0.573, 1.334, -1.834], [1.088, 1.536, -5.622], [0.545, 0.893, -6.485], [2.410, 1.925, -5.724], [3.192, 2.650, -4.827], [4.359, 2.878, -5.048], [0.532, 3.018, -2.676], [-1.215, 0.852, -5.004], [-1.558, 2.310, -4.008], [2.878, 1.634, -6.575], [1.421, 0.876, -0.032], [2.430, 1.428, 0.125], [3.556, 2.012, 0.359], [3.748, 2.775, 1.583], [5.084, 2.353, 2.198], [6.140, 2.528, 1.275], [5.951, 1.740, 0.125], [4.645, 2.107, -0.595], [2.905, 2.580, 2.248], [3.788, 3.843, 1.334], [5.031, 1.303, 2.518], [5.327, 2.983, 3.054], [5.935, 0.674, 0.400], [6.807, 1.936, -0.522], [4.464, 1.434, -1.434], [4.716, 3.137, -0.966], [-3.538, 7.162, 3.786], [-2.723, 5.989, 3.326], [-1.346, 6.074, 3.200], [-0.589, 5.002, 2.745], [0.897, 5.152, 2.624], [-1.227, 3.808, 2.395], [-2.614, 3.697, 2.540], [-3.340, 2.428, 2.213], [-3.336, 4.787, 3.002], [-0.434, 2.651, 1.826], [0.627, 2.278, 2.322], [-0.952, 2.140, 0.779], [-2.905, 7.938, 4.210], [-4.267, 6.858, 4.534], [-4.085, 7.591, 2.945], [-0.842, 6.997, 3.460], [1.203, 6.162, 2.890], [1.219, 4.934, 1.607], [1.394, 4.443, 3.281], [-2.847, 1.568, 2.664], [-3.350, 2.272, 1.135], [-4.368, 2.470, 2.569], [-4.409, 4.699, 3.105]],
  "relative_energy_kcal_mol": 17.89,
  "lumo_energy_ev": [1.82, 1.75],
  "homo_energy_ev": [-6.4392, -6.5844],
  "multiplicity": 4,
  "charge": -1
}

***

Entry 2:
{
  "formula": "C49H39N2OP2W",
  "method": "ωB97M-V/def2-TZVPD",
  "species": ["W", "O", "C", "C", "C", "C", "C", "C", "C", "N", "C", "C", "N", "H", "H", "H", "H", "H", "H", "H", "C", "C", "C", "C", "C", "C", "C", "C", "C", "C", "C", "C", "C", "C", "C", "H", "H", "H", "H", "H", "H", "H", "H", "H", "H", "C", "P", "C", "C", "C", "C", "C", "C", "C", "C", "C", "C", "C", "C", "P", "C", "C", "C", "C", "C", "C", "C", "C", "C", "C", "C", "C", "H", "H", "H", "H", "H", "H", "H", "H", "H", "H", "H", "H", "H", "H", "H", "H", "H", "H", "H", "H", "H", "H"],
  "positions_angstrom": [[-0.159, 0.614, -0.444], [-0.626, -0.662, -1.778], [-1.466, -1.719, -1.636], [-1.153, -2.897, -2.303], [-1.984, -3.994, -2.194], [-3.143, -3.929, -1.426], [-3.457, -2.759, -0.768], [-2.632, -1.634, -0.860], [-2.988, -0.410, -0.146], [-2.178, 0.591, 0.193], [-2.928, 1.535, 0.863], [-4.207, 1.097, 0.935], [-4.230, -0.117, 0.289], [-0.245, -2.933, -2.888], [-1.723, -4.911, -2.706], [-3.788, -4.792, -1.334], [-4.337, -2.733, -0.136], [-2.484, 2.445, 1.227], [-5.088, 1.539, 1.363], [-5.043, -0.688, 0.137], [-0.237, 2.378, -1.164], [-0.327, 3.555, -1.646], [-0.446, 4.781, -2.137], [-0.930, 4.970, -3.522], [-1.831, 4.064, -4.084], [-2.257, 4.224, -5.391], [-1.785, 5.286, -6.151], [-0.885, 6.187, -5.601], [-0.460, 6.035, -4.291], [-0.084, 5.937, -1.288], [0.981, 5.844, -0.393], [1.303, 6.918, 0.421], [0.559, 8.088, 0.355], [-0.507, 8.184, -0.529], [-0.827, 7.117, -1.353], [-2.202, 3.243, -3.484], [-2.963, 3.524, -5.817], [-2.120, 5.411, -7.172], [-0.510, 7.011, -6.193], [0.250, 6.733, -3.867], [1.560, 4.931, -0.355], [2.142, 6.846, 1.101], [0.814, 8.927, 0.989], [-1.090, 9.093, -0.579], [-1.660, 7.192, -2.039], [1.544, -2.248, 2.131], [0.184, -1.255, 1.393], [-1.299, -1.859, 2.252], [-2.224, -1.070, 2.929], [-3.368, -1.641, 3.474], [-3.602, -3.001, 3.349], [-2.690, -3.794, 2.663], [-1.555, -3.226, 2.113], [0.507, 0.489, 1.661], [0.176, 1.341, 2.797], [0.693, 2.579, 2.898], [1.647, 3.068, 1.932], [2.123, 2.258, 0.970], [1.618, 0.904, 0.773], [2.985, -2.476, 0.987], [4.008, -3.640, 1.959], [3.745, -4.033, 3.267], [4.600, -4.914, 3.921], [5.717, -5.412, 3.273], [5.990, -5.022, 1.967], [5.145, -4.137, 1.319], [2.266, -3.642, -0.234], [1.589, -4.808, 0.125], [1.160, -5.700, -0.843], [1.422, -5.448, -2.186], [2.096, -4.296, -2.556], [2.507, -3.393, -1.582], [1.124, -3.210, 2.429], [1.880, -1.734, 3.035], [-2.077, -0.005, 3.025], [-4.072, -1.015, 4.008], [-4.487, -3.444, 3.786], [-2.869, -4.856, 2.549], [-0.871, -3.851, 1.547], [-0.448, 0.956, 3.591], [0.441, 3.198, 3.750], [2.046, 4.068, 2.045], [2.925, 2.591, 0.321], [2.368, 0.173, 0.468], [2.878, -3.662, 3.796], [4.386, -5.210, 4.940], [6.379, -6.098, 3.783], [6.864, -5.404, 1.457], [5.369, -3.831, 0.303], [1.434, -5.045, 1.173], [0.648, -6.609, -0.552], [1.111, -6.160, -2.941], [2.311, -4.102, -3.599], [3.046, -2.497, -1.869]],
  "relative_energy_kcal_mol": 0.00,
  "lumo_energy_ev": [-3.30, -3.30],
  "homo_energy_ev": [-9.6856, -9.6938],
  "multiplicity": 1,
  "charge": 1
}

***

Entry 3:
{
  "formula": "C49H39N4O6OsTe",
  "method": "ωB97M-V/def2-TZVPD",
  "species": ["Os", "O", "C", "C", "C", "C", "C", "C", "C", "O", "N", "N", "C", "C", "C", "C", "C", "C", "N", "H", "H", "H", "H", "H", "H", "H", "H", "H", "H", "C", "C", "C", "C", "C", "O", "C", "C", "C", "C", "C", "C", "C", "O", "C", "C", "C", "N", "C", "C", "Te", "C", "C", "C", "C", "C", "C", "C", "C", "C", "C", "C", "C", "H", "H", "H", "H", "H", "H", "H", "H", "H", "H", "H", "H", "H", "H", "H", "H", "H", "H", "H", "H", "H", "H", "H", "H", "O", "C", "O", "C", "C", "C", "C", "C", "C", "H", "H", "H", "H", "H"],
  "positions_angstrom": [[1.097, -0.394, 0.392], [2.212, -4.410, -3.145], [2.970, -3.377, -3.549], [3.776, -3.586, -4.666], [4.596, -2.581, -5.132], [4.643, -1.334, -4.501], [3.837, -1.107, -3.415], [2.985, -2.115, -2.922], [2.188, -1.811, -1.751], [2.111, -0.567, -1.363], [1.570, -2.810, -1.103], [1.015, -2.317, 0.031], [0.416, -3.057, 0.914], [-0.051, -2.357, 2.111], [-0.611, -2.981, 3.204], [-0.945, -2.220, 4.318], [-0.699, -0.856, 4.319], [-0.154, -0.278, 3.188], [0.133, -1.007, 2.105], [1.786, -4.180, -2.301], [3.749, -4.559, -5.139], [5.218, -2.768, -5.999], [5.312, -0.563, -4.858], [3.847, -0.154, -2.903], [0.346, -4.127, 0.772], [-0.763, -4.052, 3.183], [-1.385, -2.693, 5.186], [-0.918, -0.241, 5.180], [0.073, 0.779, 3.132], [-4.756, 3.837, 1.036], [-3.409, 3.206, 0.905], [-2.266, 3.781, 1.489], [-1.014, 3.251, 1.333], [0.124, 4.011, 2.004], [-0.137, 4.591, 3.035], [1.477, 4.039, 1.405], [2.576, 4.142, 2.254], [3.853, 4.178, 1.725], [4.034, 4.127, 0.350], [2.940, 4.050, -0.500], [1.661, 4.000, 0.028], [-0.869, 2.013, 0.621], [0.287, 1.476, 0.541], [-2.037, 1.413, 0.020], [-3.255, 2.026, 0.154], [-1.950, 0.140, -0.773], [-2.575, -0.916, -0.430], [-3.327, -1.007, 0.819], [-4.105, -2.321, 0.961], [-5.274, -2.782, -0.796], [-6.218, -0.894, -0.706], [-6.121, -0.016, -1.784], [-6.657, 1.265, -1.691], [-7.279, 1.679, -0.522], [-7.390, 0.801, 0.551], [-6.870, -0.486, 0.457], [-1.178, 0.139, -2.045], [-0.948, -1.064, -2.709], [-0.268, -1.079, -3.912], [0.185, 0.112, -4.472], [-0.041, 1.315, -3.819], [-0.723, 1.329, -2.610], [-4.727, 4.722, 1.668], [-5.473, 3.126, 1.451], [-5.130, 4.126, 0.050], [-2.352, 4.690, 2.073], [2.412, 4.192, 3.323], [4.711, 4.241, 2.380], [5.037, 4.144, -0.060], [3.083, 4.019, -1.572], [0.802, 3.953, -0.636], [-4.120, 1.596, -0.342], [-4.073, -0.218, 0.884], [-2.633, -0.852, 1.654], [-4.800, -2.247, 1.794], [-3.449, -3.179, 1.116], [-5.626, -0.331, -2.694], [-6.583, 1.941, -2.535], [-7.692, 2.678, -0.451], [-7.891, 1.113, 1.460], [-6.990, -1.175, 1.284], [-1.319, -1.982, -2.271], [-0.088, -2.017, -4.421], [0.703, 0.101, -5.423], [0.308, 2.244, -4.254], [-0.916, 2.276, -2.116], [4.541, 1.193, 1.380], [3.907, 0.197, 1.594], [2.557, 0.182, 1.658], [4.591, -1.107, 1.907], [4.242, -2.290, 1.263], [4.903, -3.475, 1.557], [5.903, -3.486, 2.520], [6.253, -2.307, 3.167], [5.609, -1.118, 2.852], [3.476, -2.286, 0.502], [4.643, -4.385, 1.029], [6.418, -4.408, 2.757], [7.041, -2.311, 3.910], [5.895, -0.190, 3.333]],
  "lumo_energy_ev": [-4.02, -5.62],
  "homo_energy_ev": [-9.9787, -9.9736],
  "multiplicity": 5,
  "charge": 1
}

***

Entry 4:
{
  "formula": "C49H39O2P2SV",
  "method": "ωB97M-V/def2-TZVPD",
  "species": ["V", "O", "S", "C", "C", "C", "C", "C", "C", "C", "C", "C", "C", "P", "C", "C", "C", "C", "C", "C", "C", "C", "C", "C", "C", "C", "C", "C", "C", "C", "C", "C", "C", "C", "C", "C", "C", "C", "P", "C", "C", "C", "C", "C", "C", "C", "C", "C", "C", "C", "C", "C", "C", "H", "H", "H", "H", "H", "H", "H", "H", "H", "H", "H", "H", "H", "H", "H", "H", "H", "H", "H", "H", "H", "H", "H", "H", "H", "H", "H", "H", "H", "H", "H", "H", "H", "H", "H", "H", "C", "O", "H", "H", "H"],
  "positions_angstrom": [[0.190, -0.561, 0.390], [0.702, 1.355, -2.351], [0.000, 1.135, -1.064], [-1.187, 2.434, -0.927], [-0.868, 3.589, -1.598], [-1.670, 4.746, -1.525], [-2.796, 4.698, -0.756], [-3.850, 5.747, -0.478], [-4.871, 5.047, 0.461], [-4.347, 3.635, 0.614], [-4.847, 2.553, 1.275], [-4.115, 1.346, 1.228], [-2.909, 1.194, 0.576], [-2.138, -0.467, 0.550], [-2.520, -1.198, 2.181], [-2.502, -0.439, 3.348], [-2.564, -1.058, 4.591], [-2.635, -2.439, 4.677], [-2.646, -3.204, 3.518], [-2.580, -2.588, 2.277], [-3.204, -1.339, -0.642], [-4.468, -1.833, -0.320], [-5.260, -2.405, -1.304], [-4.802, -2.483, -2.615], [-3.545, -1.999, -2.941], [-2.748, -1.432, -1.955], [-2.373, 2.317, -0.132], [-3.134, 3.501, -0.087], [1.187, 1.570, 0.274], [0.919, 2.588, 1.167], [1.905, 3.168, 1.980], [3.198, 2.738, 1.832], [4.476, 3.196, 2.492], [5.587, 2.293, 1.883], [4.851, 1.357, 0.950], [5.284, 0.325, 0.165], [4.319, -0.420, -0.548], [2.965, -0.148, -0.537], [1.759, -1.370, -1.224], [2.395, -3.010, -0.691], [3.582, -3.554, -1.189], [4.057, -4.769, -0.717], [3.339, -5.475, 0.243], [2.139, -4.969, 0.712], [1.673, -3.743, 0.249], [2.068, -1.427, -3.020], [2.688, -0.382, -3.694], [2.932, -0.484, -5.058], [2.544, -1.618, -5.756], [1.902, -2.654, -5.091], [1.664, -2.560, -3.727], [2.513, 1.008, 0.187], [3.482, 1.678, 0.950], [0.033, 3.590, -2.202], [-1.385, 5.636, -2.075], [-4.317, 6.079, -1.406], [-3.409, 6.630, -0.016], [-5.879, 5.053, 0.046], [-4.929, 5.541, 1.431], [-5.786, 2.594, 1.815], [-4.533, 0.488, 1.742], [-2.435, 0.640, 3.291], [-2.556, -0.458, 5.493], [-2.681, -2.920, 5.645], [-2.707, -4.283, 3.581], [-2.579, -3.192, 1.377], [-4.832, -1.787, 0.700], [-6.239, -2.792, -1.047], [-5.425, -2.927, -3.381], [-3.181, -2.065, -3.959], [-1.759, -1.065, -2.210], [-0.087, 2.986, 1.219], [1.637, 3.965, 2.663], [4.408, 3.084, 3.575], [4.655, 4.254, 2.299], [6.126, 1.739, 2.651], [6.329, 2.878, 1.339], [6.329, 0.042, 0.113], [4.666, -1.280, -1.113], [4.129, -3.044, -1.975], [4.986, -5.169, -1.107], [3.712, -6.422, 0.614], [1.556, -5.527, 1.435], [0.735, -3.371, 0.630], [2.969, 0.515, -3.159], [3.423, 0.330, -5.576], [2.739, -1.695, -6.819], [1.591, -3.539, -5.633], [1.172, -3.375, -3.212], [1.599, -0.855, 2.916], [0.536, -1.105, 1.989], [1.585, -1.585, 3.721], [1.490, 0.137, 3.352], [2.572, -0.914, 2.427]],
  "lumo_energy_ev": [-2.90, -2.87],
  "homo_energy_ev": [-10.0686, -9.5373],
  "multiplicity": 2,
  "charge": 1
}